[1]
{"formula": "C18H25N3O4", "method": "wB97M-V/def2-TZVPD", "molar_mass_g_mol": 347.41, "total_energy_ha": -1166.0401, "relative_energy_kj_mol": 465.12, "charge": 0, "smiles": "CCOC(=O)C1(CCOC)CCN(Cc2ccc3nonc3c2)CC1", "elements": ["C", "C", "O", "C", "O", "C", "C", "C", "O", "C", "C", "C", "N", "C", "C", "C", "C", "C", "N", "O", "N", "C", "C", "C", "C", "H", "H", "H", "H", "H", "H", "H", "H", "H", "H", "H", "H", "H", "H", "H", "H", "H", "H", "H", "H", "H", "H", "H", "H", "H"], "positions_angstrom": [[3.72, 3.68, 1.08], [4.40, 2.38, 1.48], [3.54, 1.26, 1.26], [3.49, 0.76, 0.02], [4.16, 1.18, -0.89], [2.56, -0.45, -0.07], [3.38, -1.63, 0.50], [2.57, -2.84, 0.96], [1.71, -3.30, -0.06], [1.00, -4.46, 0.30], [1.27, -0.19, 0.72], [0.44, 0.92, 0.06], [0.11, 0.65, -1.33], [-0.89, -0.40, -1.49], [-2.20, 0.02, -0.91], [-2.68, 1.33, -1.24], [-3.86, 1.82, -0.79], [-4.63, 0.98, 0.04], [-5.80, 1.15, 0.64], [-6.04, 0.02, 1.30], [-5.07, -0.89, 1.17], [-4.16, -0.34, 0.39], [-2.92, -0.81, -0.10], [1.32, 0.42, -2.09], [2.21, -0.69, -1.55], [2.78, 3.80, 1.61], [4.37, 4.52, 1.32], [3.53, 3.68, 0.01], [5.32, 2.23, 0.91], [4.61, 2.36, 2.55], [4.09, -1.95, -0.26], [3.94, -1.29, 1.37], [1.98, -2.60, 1.86], [3.27, -3.64, 1.24], [1.68, -5.29, 0.53], [0.37, -4.73, -0.55], [0.36, -4.28, 1.18], [1.51, 0.09, 1.75], [0.68, -1.10, 0.73], [-0.48, 1.07, 0.62], [1.01, 1.86, 0.08], [-1.02, -0.55, -2.57], [-0.59, -1.37, -1.06], [-2.04, 1.93, -1.87], [-4.22, 2.81, -1.04], [-2.58, -1.80, 0.16], [1.04, 0.20, -3.13], [1.88, 1.36, -2.09], [3.13, -0.72, -2.13], [1.72, -1.66, -1.63]], "mulliken_charge": [-1.12, -0.29, -0.29, -0.48, -0.61, 2.71, -1.46, -0.93, -0.21, -0.93, -1.32, -1.16, 0.09, -0.44, 0.45, -0.43, -0.85, 0.97, -0.61, -0.02, -0.64, 0.69, -0.97, -1.23, -1.09, 0.29, 0.41, 0.29, 0.33, 0.34, 0.45, 0.38, 0.44, 0.55, 0.33, 0.26, 0.37, 0.54, 0.47, 0.52, 0.38, 0.46, 0.12, 0.47, 0.41, 0.48, 0.50, 0.45, 0.52, 0.41]}

***

[2]
{"formula": "C18H25N3O5", "method": "wB97M-V/def2-TZVPD", "molar_mass_g_mol": 363.41, "total_energy_ha": -1241.4347, "relative_energy_kj_mol": 30.28, "charge": 0, "smiles": "CNC(=O)[C@H](CCC(N)=O)NC(C)=O.C/C(=C\\c1ccccc1)C(=O)O", "elements": ["C", "N", "C", "O", "C", "C", "C", "C", "N", "O", "N", "C", "C", "O", "H", "H", "H", "H", "H", "H", "H", "H", "H", "H", "H", "H", "H", "H", "H", "C", "C", "C", "C", "C", "C", "C", "C", "C", "C", "O", "O", "H", "H", "H", "H", "H", "H", "H", "H", "H", "H"], "positions_angstrom": [[-3.85, -3.50, 5.59], [-2.75, -2.86, 4.87], [-1.81, -3.53, 4.19], [-1.81, -4.76, 4.09], [-0.74, -2.69, 3.48], [-1.14, -2.43, 2.02], [-0.25, -1.42, 1.27], [-0.45, 0.02, 1.73], [-0.76, 0.94, 0.84], [-0.34, 0.36, 2.90], [0.58, -3.34, 3.53], [1.67, -2.96, 4.19], [1.66, -1.70, 5.03], [2.69, -3.63, 4.12], [-3.51, -4.42, 6.06], [-4.66, -3.74, 4.89], [-4.24, -2.83, 6.36], [-2.68, -1.86, 4.90], [-0.69, -1.74, 4.00], [-2.16, -2.06, 1.99], [-1.11, -3.37, 1.48], [0.81, -1.68, 1.37], [-0.49, -1.48, 0.20], [-0.84, 0.72, -0.13], [-0.89, 1.87, 1.20], [0.65, -4.24, 3.07], [2.62, -1.60, 5.52], [1.49, -0.84, 4.39], [0.87, -1.77, 5.78], [1.68, 4.24, -6.16], [0.91, 2.94, -6.33], [0.64, 2.09, -5.26], [0.90, 2.32, -3.83], [0.67, 3.57, -3.22], [0.89, 3.74, -1.85], [1.34, 2.67, -1.07], [1.54, 1.42, -1.66], [1.32, 1.25, -3.03], [0.47, 2.55, -7.69], [0.83, 3.23, -8.64], [-0.33, 1.47, -7.83], [2.43, 4.34, -6.95], [2.22, 4.28, -5.21], [1.00, 5.10, -6.22], [0.19, 1.13, -5.48], [0.30, 4.40, -3.80], [0.72, 4.71, -1.39], [1.53, 2.81, -0.01], [1.89, 0.58, -1.05], [1.49, 0.27, -3.48], [-0.50, 1.41, -8.78]], "mulliken_charge": [-0.91, -0.13, 0.18, -0.68, 0.16, -1.20, -0.51, 0.56, -0.36, -0.68, -0.06, 0.71, -0.96, -0.69, 0.30, 0.30, 0.34, 0.25, 0.25, 0.42, 0.39, 0.36, 0.43, 0.17, 0.24, 0.24, 0.32, 0.23, 0.30, -1.45, 0.69, -0.73, 0.59, -0.33, -0.61, -0.45, -0.73, -0.42, 0.37, -0.58, -0.45, 0.38, 0.48, 0.28, 0.42, 0.43, 0.39, 0.48, 0.48, 0.42, 0.34]}

***

[3]
{"formula": "C18H25N5O3", "method": "wB97M-V/def2-TZVPD", "molar_mass_g_mol": 359.43, "total_energy_ha": -1200.4700, "relative_energy_kj_mol": 61.95, "charge": 0, "smiles": "CCOC(=O)N1CCN(Cc2nc3cc(NC(C)=O)ccc3n2C)CC1", "elements": ["C", "C", "O", "C", "O", "N", "C", "C", "N", "C", "C", "N", "C", "C", "C", "N", "C", "C", "O", "C", "C", "C", "N", "C", "C", "C", "H", "H", "H", "H", "H", "H", "H", "H", "H", "H", "H", "H", "H", "H", "H", "H", "H", "H", "H", "H", "H", "H", "H", "H", "H"], "positions_angstrom": [[-2.72, -3.96, -0.49], [-4.14, -3.41, -0.66], [-4.14, -1.99, -0.75], [-4.08, -1.33, 0.43], [-4.07, -1.87, 1.51], [-4.09, 0.01, 0.26], [-3.91, 0.68, -1.01], [-2.50, 1.26, -1.09], [-2.30, 2.18, 0.02], [-1.09, 2.95, -0.08], [0.20, 2.18, -0.05], [0.32, 0.89, 0.02], [1.67, 0.63, 0.03], [2.34, -0.57, 0.09], [3.73, -0.54, 0.09], [4.40, -1.77, 0.16], [5.74, -2.04, 0.16], [6.02, -3.53, 0.26], [6.61, -1.20, 0.10], [4.43, 0.67, 0.01], [3.76, 1.88, -0.05], [2.38, 1.85, -0.04], [1.41, 2.83, -0.09], [1.62, 4.25, -0.17], [-2.43, 1.47, 1.29], [-3.83, 0.88, 1.39], [-2.75, -5.04, -0.49], [-2.09, -3.61, -1.31], [-2.31, -3.61, 0.45], [-4.58, -3.76, -1.59], [-4.76, -3.72, 0.19], [-4.09, -0.03, -1.81], [-4.64, 1.49, -1.07], [-2.39, 1.82, -2.03], [-1.76, 0.45, -1.08], [-1.13, 3.52, -1.02], [-1.08, 3.68, 0.74], [1.80, -1.50, 0.15], [3.78, -2.57, 0.22], [5.60, -3.93, 1.18], [5.58, -4.05, -0.59], [7.10, -3.68, 0.26], [5.50, 0.65, 0.01], [4.31, 2.80, -0.10], [1.22, 4.75, 0.72], [2.69, 4.45, -0.23], [1.13, 4.67, -1.05], [-2.27, 2.18, 2.10], [-1.68, 0.66, 1.37], [-3.94, 0.29, 2.30], [-4.57, 1.69, 1.38]], "mulliken_charge": [-1.11, -0.29, -0.39, 0.84, -0.66, 0.12, -1.10, -0.34, 0.09, -1.50, 0.80, -0.52, 0.11, -0.89, 1.05, -0.16, 0.81, -1.32, -0.62, -0.42, -1.58, 0.75, 0.09, -1.00, -0.38, -1.26, 0.39, 0.28, 0.31, 0.30, 0.33, 0.47, 0.34, 0.39, 0.28, 0.40, 0.42, 0.39, 0.18, 0.33, 0.33, 0.36, 0.57, 0.27, 0.31, 0.37, 0.31, 0.40, 0.28, 0.49, 0.37]}